{
  "formula": "C25H52I2NO7",
  "method": "ωB97M-V/def2-TZVPD",
  "species": ["C", "C", "C", "C", "O", "C", "N", "C", "C", "O", "C", "C", "C", "O", "O", "C", "I", "C", "C", "I", "H", "H", "H", "H", "H", "H", "H", "H", "H", "H", "H", "H", "H", "H", "H", "H", "H", "H", "H", "H", "H", "H", "C", "C", "O", "C", "C", "H", "H", "H", "H", "H", "H", "H", "H", "H", "H", "C", "C", "O", "C", "C", "H", "H", "H", "H", "H", "H", "H", "H", "H", "H", "C", "C", "O", "C", "C", "H", "H", "H", "H", "H", "H", "H", "H", "H", "H"],
  "xyz": [[2.346513, 2.824976, 3.555992], [2.312621, 2.149084, 2.183498], [1.169485, 2.647318, 1.304142], [-0.205069, 2.267270, 1.828031], [-0.280293, 0.846418, 1.845309], [-1.564875, 0.252648, 2.035511], [-2.408516, 0.697790, 0.961654], [-3.858402, 0.665598, 1.046527], [-4.526535, 1.974853, 1.483654], [-5.275817, 1.839024, 2.669868], [-6.674957, 1.951240, 2.587953], [-7.354664, 0.594916, 2.687744], [-2.298715, 0.662798, 3.382372], [-2.135505, 1.841859, 3.642649], [-2.940596, -0.249463, 3.909650], [-1.200834, -1.248971, 2.085927], [-2.219468, -2.473849, 0.724153], [-0.320263, -1.873187, 2.847374], [-0.014274, -3.344737, 2.875944], [0.815108, -0.803096, 4.230867], [2.065343, 3.878525, 3.478516], [1.667200, 2.344894, 4.257934], [3.348631, 2.793455, 3.989436], [3.259933, 2.312817, 1.677312], [2.182010, 1.073775, 2.319380], [1.195679, 3.743417, 1.258484], [1.290460, 2.276886, 0.281721], [-0.994008, 2.669366, 1.190313], [-0.384461, 2.673351, 2.823844], [-2.069716, 0.317552, 0.091482], [-4.196055, 0.433618, 0.031423], [-4.223024, -0.136444, 1.693285], [-5.204350, 2.305032, 0.688118], [-3.752177, 2.735712, 1.615277], [-6.950734, 2.444924, 1.649239], [-7.005320, 2.600552, 3.405942], [-8.422468, 0.693785, 2.877299], [-7.197939, 0.033583, 1.765680], [-6.872144, 0.042315, 3.495382], [0.770289, -3.574722, 3.588389], [0.314025, -3.686901, 1.888364], [-0.909276, -3.910539, 3.149965], [4.080394, -2.213211, 0.151878], [3.251207, -1.248325, -0.679388], [3.891254, -0.010770, -0.932432], [5.109234, -0.086806, -1.643126], [4.994049, -0.692992, -3.032335], [4.394760, -1.736993, 1.081441], [3.487067, -3.094469, 0.396624], [4.974081, -2.546069, -0.380695], [2.334449, -0.996907, -0.146129], [2.952652, -1.719884, -1.623780], [5.865853, -0.629516, -1.062414], [5.451040, 0.946075, -1.717588], [4.737703, -1.753192, -2.996736], [5.950602, -0.599776, -3.549022], [4.224449, -0.179018, -3.610295], [-9.354900, -2.082056, -0.769244], [-9.864227, -0.658446, -0.613681], [-8.848277, 0.322337, -0.645251], [-8.084373, 0.391637, -1.832665], [-8.893588, 0.736229, -3.072873], [-8.570001, -2.283005, -0.039671], [-10.171592, -2.786245, -0.606121], [-8.951463, -2.269624, -1.765454], [-10.328092, -0.536926, 0.365182], [-10.635892, -0.446010, -1.365021], [-7.526462, -0.538605, -1.990895], [-7.349096, 1.172131, -1.637974], [-9.584510, -0.061654, -3.350018], [-8.222434, 0.899005, -3.916698], [-9.472140, 1.646017, -2.907062], [10.572306, -1.039716, -1.670025], [9.343478, -1.468231, -2.454325], [8.754249, -0.432394, -3.217254], [9.571586, 0.143353, -4.216983], [10.030193, -0.836440, -5.284832], [10.344844, -0.166197, -1.058327], [10.890694, -1.849995, -1.013826], [11.412657, -0.792618, -2.320635], [8.556187, -1.782051, -1.769103], [9.579440, -2.331155, -3.088666], [10.436609, 0.647008, -3.769174], [8.949293, 0.917707, -4.665456], [10.724370, -1.580317, -4.891441], [10.541645, -0.298579, -6.083637], [9.173856, -1.360746, -5.710480]],
  "forces_ev_per_angstrom": [[0.1, 0.0, -0.1], [-0.2, 0.0, 0.2], [-0.2, 0.0, 0.0], [0.2, 0.2, 0.0], [0.0, 0.0, -0.1], [0.2, 0.1, 0.2], [0.3, -0.2, -0.2], [-0.1, -0.4, -0.2], [0.0, 0.0, -0.2], [0.0, 0.1, 0.3], [0.0, 0.1, -0.1], [0.5, -0.1, 0.0], [0.5, -1.1, -0.7], [-0.3, 1.5, 0.9], [-0.4, -0.4, 0.4], [-0.2, 0.3, -0.2], [-0.3, -0.2, -0.2], [0.2, -0.1, 0.1], [-0.1, -0.1, -0.2], [0.0, 0.1, 0.4], [0.0, 0.0, 0.0], [-0.1, 0.0, 0.0], [0.0, -0.1, 0.0], [0.2, 0.0, -0.2], [0.2, 0.0, -0.1], [0.1, 0.0, -0.1], [0.0, -0.1, 0.0], [0.0, 0.0, -0.1], [0.2, -0.1, 0.0], [0.0, 0.0, -0.2], [-0.1, -0.1, 0.0], [0.0, 0.0, 0.1], [0.0, 0.1, -0.1], [0.0, -0.1, 0.2], [-0.1, 0.1, 0.0], [0.0, 0.0, 0.0], [-0.1, 0.0, 0.0], [-0.1, 0.0, 0.0], [-0.2, 0.0, 0.1], [0.0, 0.0, 0.1], [-0.1, 0.0, 0.1], [0.0, 0.0, 0.0], [0.1, 0.1, 0.0], [-0.1, -0.1, 0.0], [0.0, 0.0, 0.0], [0.1, 0.0, 0.0], [0.0, 0.0, 0.0], [0.0, 0.0, 0.0], [0.0, 0.0, 0.0], [0.0, 0.0, 0.0], [0.0, 0.1, 0.0], [0.0, 0.0, 0.0], [0.0, 0.0, 0.0], [0.0, 0.0, 0.0], [0.0, 0.0, 0.0], [0.0, 0.0, 0.0], [0.0, 0.0, 0.0], [0.1, 0.0, 0.0], [0.0, -0.1, 0.0], [0.0, 0.1, 0.0], [0.1, 0.0, 0.0], [-0.1, 0.0, 0.1], [0.0, 0.0, 0.0], [0.0, 0.0, 0.0], [0.0, 0.0, 0.0], [0.0, 0.0, 0.0], [0.0, 0.0, 0.0], [0.0, 0.0, 0.0], [0.0, 0.0, 0.0], [0.0, 0.0, 0.0], [0.0, 0.0, 0.0], [0.0, 0.0, 0.0], [0.0, 0.1, 0.0], [0.0, -0.1, 0.0], [0.0, 0.0, 0.0], [0.0, 0.1, 0.0], [0.0, 0.0, 0.0], [0.0, 0.0, 0.0], [0.0, 0.0, 0.0], [0.0, 0.0, 0.0], [0.0, 0.0, 0.0], [0.0, 0.0, 0.0], [0.0, 0.0, 0.0], [0.0, 0.0, 0.0], [0.0, 0.0, 0.0], [0.0, 0.0, 0.0], [0.0, 0.0, 0.0]],
  "charge": -1,
  "homo_energy_ha": -0.1607,
  "total_energy_ev": -58791.1374
}

***

{
  "formula": "C6H7ClN2O",
  "method": "ωB97M-V/def2-TZVPD",
  "species": ["C", "C", "N", "C", "O", "C", "C", "C", "Cl", "N", "H", "H", "H", "H", "H", "H", "H"],
  "xyz": [[-1.134339, 2.336986, -0.314539], [-1.011043, 0.908764, -0.033335], [-1.973444, -0.042297, -0.210766], [-1.644979, -1.338923, -0.163082], [-2.431288, -2.233487, -0.531912], [-0.299285, -1.645333, -0.017373], [0.645647, -0.771729, 0.427108], [2.147496, -1.165621, 0.392916], [3.341314, -0.186589, -0.576314], [0.244793, 0.549350, 0.500529], [-0.983779, 3.003359, 0.624271], [-2.210087, 2.607650, -0.631038], [-0.557966, 2.802708, -1.083952], [0.028700, -2.736003, -0.302335], [2.679597, -1.015633, 1.406787], [2.177355, -2.256943, -0.048670], [0.981306, 1.183749, 0.561713]],
  "forces_ev_per_angstrom": [[-3.4, 2.9, 1.4], [-0.2, -3.8, 1.0], [1.6, 5.8, 0.0], [-2.3, -2.7, -1.9], [0.4, 1.2, 1.0], [4.5, -3.2, 0.9], [0.2, -0.6, -2.2], [0.3, -1.2, 1.2], [-0.9, 0.1, -0.3], [-1.7, -1.2, -0.7], [0.0, -1.3, -1.3], [1.5, -0.8, 0.6], [1.0, -0.4, -0.6], [-0.8, 2.3, 0.7], [-1.3, -1.0, -1.4], [0.1, 2.3, 1.3], [1.0, 1.6, 0.0]],
  "homo_energy_ha": -0.3366,
  "e_above_lowest_kcal_mol": 20.0,
  "total_energy_ev": -23884.3343,
  "smiles": "Cc1nc(=O)cc(CCl)[nH]1"
}

***

{
  "formula": "C5H15ClINOOsP",
  "method": "ωB97M-V/def2-TZVPD",
  "species": ["C", "I", "H", "H", "H", "Os", "P", "C", "C", "H", "H", "H", "C", "H", "H", "H", "H", "H", "H", "C", "O", "Cl", "N", "H", "H", "H"],
  "xyz": [[1.511499, -1.719952, 0.078163], [2.878513, 2.543085, 0.850364], [0.375492, -2.051657, 0.026861], [1.896661, -2.452380, 0.744371], [1.793939, -1.677443, -0.942623], [-1.190349, 0.002893, -0.575677], [-0.189209, 0.286545, -2.436583], [1.248814, 0.855786, -3.241261], [-0.828731, -1.086493, -3.173945], [-2.303646, 1.283667, -2.136064], [-1.603283, 1.968866, -3.629965], [-1.117566, 2.554015, -2.050102], [-1.443920, 1.708304, -2.640592], [-1.752747, -1.423946, -2.670994], [-1.073375, -1.070177, -4.273950], [1.265903, 1.016055, -4.331341], [2.101179, 0.172386, -3.099102], [-0.176119, -1.974149, -3.083603], [1.662425, 1.799218, -2.854869], [0.664124, -0.101953, -0.151822], [1.977302, -0.200020, 0.148812], [-3.300012, -0.595829, 0.073925], [-0.578585, -0.169997, 1.593840], [-0.536815, 0.548171, 2.317460], [0.242254, -0.689702, 1.696345], [-1.322149, -0.785192, 1.793751]],
  "forces_ev_per_angstrom": [[-1.0, -2.3, -2.4], [0.3, 0.5, 0.1], [1.9, 0.9, 0.6], [1.5, 0.1, 1.1], [0.7, -2.3, -0.8], [0.6, -0.6, 5.3], [-0.1, 4.4, -5.6], [3.3, 0.3, 0.4], [-1.3, -3.8, -2.2], [-1.2, 0.5, -0.6], [-0.5, 0.3, -2.2], [0.3, 0.4, 0.0], [1.3, -1.4, 2.6], [0.0, 0.1, -0.3], [0.3, 0.5, 0.8], [-1.1, -0.3, 0.1], [-0.2, -0.2, 0.0], [0.1, 0.3, 0.1], [-0.6, 0.0, 0.2], [2.9, 2.8, -0.3], [-7.5, -0.2, 0.3], [0.9, 0.3, -0.6], [-0.2, 1.5, 1.5], [-0.3, 0.5, -0.1], [1.4, -1.2, 1.2], [-1.5, -1.1, 0.8]],
  "charge": 3,
  "homo_energy_ha": [-0.7526, -0.6989],
  "e_above_lowest_kcal_mol": 29.4,
  "total_energy_ev": -41302.7732,
  "spin_multiplicity": 5
}